# 1
102
Properties=species:S:1:pos:R:3:forces:R:3 method="wB97M-V/def2-TZVPD" e_lumo_ev="1.94 / 1.94" fmax_ev_per_a=0.72 spin_multiplicity=5 s_squared=6.107 gap_ev="4.538 / 4.492" energy_ev=-120327.658 total_charge=-1
I 1.056 -2.664 6.652 0.02 0.00 0.03
Fe 0.539 -1.039 0.790 0.60 0.36 -0.18
S 2.683 1.077 -0.390 0.04 -0.01 0.02
P 0.346 1.036 1.969 -0.06 -0.32 -0.02
O -1.361 -1.614 -0.104 -0.22 -0.20 0.03
N -0.410 -2.103 2.661 -0.08 -0.07 -0.03
N 1.588 2.028 -2.638 -0.12 0.03 0.02
N -2.460 -5.558 -2.218 0.01 -0.01 -0.04
N -4.567 -1.745 -1.475 -0.03 -0.09 0.08
N -1.359 -2.802 -0.549 0.03 0.19 -0.03
N 1.377 -0.392 -2.400 -0.05 0.00 -0.04
N 0.001 1.004 -1.103 0.06 0.04 0.02
N 1.877 -2.907 0.661 -0.15 -0.03 0.34
N 1.368 -1.378 -1.360 -0.15 -0.10 0.04
C -2.576 -0.063 -3.589 0.01 -0.03 -0.05
C -0.395 -0.820 -4.190 0.00 0.03 0.03
C -2.128 0.535 -2.414 0.05 0.05 0.02
C -0.250 3.743 1.368 -0.01 0.01 -0.01
C -1.669 -2.546 2.721 0.03 -0.03 0.06
C -1.746 -0.705 -4.500 0.02 0.03 0.02
C -0.349 2.245 -0.493 -0.02 0.00 0.00
C -1.189 0.987 3.063 0.03 0.01 0.07
C 1.926 -5.692 0.503 0.01 -0.03 0.02
C -0.833 6.184 1.185 -0.01 0.02 0.01
C 1.596 -4.948 -0.593 0.00 0.03 -0.02
C 0.056 -0.265 -3.015 0.01 -0.08 -0.01
C -2.305 -1.298 -5.764 -0.01 -0.01 -0.04
C -3.126 1.109 -1.452 -0.06 0.07 -0.02
C 1.397 -2.690 -1.666 0.16 0.02 0.09
C 0.321 -2.164 3.775 -0.09 -0.05 -0.01
C -1.507 2.135 4.017 0.01 0.01 0.03
C -3.613 -2.378 -1.339 0.01 0.04 -0.13
C -2.444 -4.503 -1.755 -0.03 -0.03 0.06
C -2.407 0.704 2.190 -0.02 0.03 -0.02
C 1.059 -3.353 -2.972 -0.04 0.04 -0.04
C -2.244 -3.041 3.881 0.06 0.01 -0.01
C -0.754 0.479 -2.161 -0.08 -0.07 -0.04
C -1.488 -3.090 5.042 0.01 0.00 0.01
C 2.560 -0.490 -3.277 -0.01 -0.03 0.00
C -0.087 2.452 0.864 -0.02 0.04 0.08
C -0.179 -2.644 4.974 -0.06 -0.01 -0.04
C 1.448 1.055 -1.596 0.06 -0.01 -0.02
C -0.830 3.298 -1.268 -0.02 0.01 -0.04
C -0.705 4.805 0.600 0.02 -0.04 -0.01
C 2.773 2.474 2.553 0.04 0.01 -0.01
C 3.709 3.277 -2.914 0.01 -0.01 0.01
C 1.643 -3.526 -0.539 -0.08 -0.02 -0.14
C -2.447 -3.193 -1.193 -0.10 -0.04 -0.02
C -1.023 4.556 -0.730 0.00 -0.01 0.01
C 2.233 -3.666 1.695 0.12 0.04 -0.03
C 1.522 1.861 3.169 -0.02 0.03 0.00
C 2.280 3.292 -2.397 -0.01 0.01 -0.04
C 1.920 0.872 4.262 -0.04 -0.01 0.00
C 2.309 -5.043 1.688 0.00 0.00 -0.02
H 1.706 4.069 -2.913 0.01 -0.01 0.01
H 0.021 6.808 0.909 0.01 0.01 -0.01
H 2.603 0.399 -3.898 0.00 -0.01 -0.02
H -1.734 6.685 0.828 -0.01 0.01 -0.01
H -1.903 -3.465 5.968 0.00 0.00 0.00
H 2.511 -1.386 -3.882 0.03 0.01 0.03
H 1.268 -5.453 -1.488 -0.01 0.00 -0.01
H 2.506 0.057 3.832 0.02 -0.03 -0.01
H 1.523 -4.334 -3.034 0.01 0.00 -0.01
H -3.138 2.201 -1.451 0.02 0.01 -0.01
H -0.024 -3.491 -3.070 0.00 0.00 0.01
H -1.406 5.355 -1.355 -0.01 0.02 -0.02
H -0.729 2.306 4.762 0.02 0.00 -0.01
H 2.606 -5.583 2.576 0.01 -0.01 0.01
H 3.322 3.014 3.331 0.02 0.02 0.01
H -2.897 0.779 -0.441 0.01 0.00 0.02
H 2.544 3.165 1.743 -0.01 -0.01 -0.01
H -4.121 0.746 -1.704 0.05 0.02 0.02
H 1.332 -1.793 3.701 0.01 0.04 0.01
H 2.478 -3.131 2.605 0.01 0.02 0.03
H -2.426 1.902 4.562 -0.01 -0.01 0.02
H 2.272 3.530 -1.331 0.01 0.00 0.00
H 4.274 2.502 -2.398 -0.01 0.00 0.00
H -2.238 -2.486 1.805 0.01 0.02 -0.03
H 0.956 2.664 3.645 0.04 0.02 -0.02
H 3.729 3.075 -3.987 0.00 -0.01 -0.03
H 0.274 -1.350 -4.852 0.03 -0.04 -0.03
H -3.271 -3.378 3.870 -0.01 0.00 0.01
H -0.874 6.146 2.274 0.00 0.00 0.01
H 3.416 -0.529 -2.605 0.00 0.02 -0.02
H -2.223 -0.097 1.472 0.02 0.00 0.00
H -3.643 -0.050 -3.779 -0.03 0.01 0.00
H -1.578 -1.952 -6.245 0.00 -0.01 0.00
H 1.882 -6.774 0.454 0.00 -0.01 0.00
H 0.719 2.167 -3.135 0.03 -0.01 -0.01
H -1.060 3.121 -2.312 -0.01 0.00 0.00
H -3.200 -1.886 -5.557 0.00 0.00 0.01
H 2.541 1.370 5.011 0.02 0.01 0.01
H -0.998 0.098 3.674 -0.05 0.02 0.00
H 4.192 4.240 -2.736 0.02 0.03 0.00
H 1.389 -2.805 -3.846 -0.02 0.02 -0.04
H -3.265 0.427 2.809 -0.02 -0.02 0.01
H -2.682 1.603 1.632 -0.01 0.01 -0.02
H -1.686 3.068 3.479 -0.01 0.01 0.00
H 1.061 0.441 4.779 -0.03 -0.02 0.00
H -0.009 3.938 2.405 0.00 0.01 0.02
H -2.581 -0.521 -6.481 0.00 0.00 0.00
H 3.426 1.706 2.142 0.00 -0.01 0.02


# 2
100
Properties=species:S:1:pos:R:3:forces:R:3 method="wB97M-V/def2-TZVPD" e_lumo_ev="-5.94 / -5.94" fmax_ev_per_a=1.93 gap_ev="5.519 / 5.525" de_lowest_kcal_mol=40.32 energy_ev=-94613.727 total_charge=+2
Ta 0.904 -1.668 0.229 -0.73 0.11 0.14
S -0.724 -2.105 -1.772 0.76 -0.59 0.60
S 5.212 0.813 0.572 0.31 0.19 0.06
S 2.211 0.545 0.791 -0.24 -0.29 -0.16
Si 2.143 2.973 2.080 -0.66 -0.09 -0.74
N 2.762 -1.913 -0.605 -1.71 -0.29 0.55
N 1.347 -2.223 2.218 -0.67 0.15 -0.96
N 0.969 -3.700 -0.344 0.64 1.00 0.04
N -1.711 -0.866 -3.892 -0.42 0.00 0.08
N -3.124 -1.057 -2.076 0.19 -0.13 -0.03
N 3.846 -1.147 -0.452 1.80 0.67 -0.14
N -0.604 -0.567 1.482 0.77 -0.36 -0.28
C 3.263 5.107 -1.944 0.00 -0.12 0.10
C -1.630 3.738 4.762 0.14 -0.09 -0.07
C -3.179 1.722 0.080 0.09 -0.10 0.07
C 2.020 -5.267 -1.878 -0.29 -0.16 0.16
C 2.955 -3.027 -1.336 0.12 -0.44 -0.22
C 6.462 -0.205 -0.252 -0.22 0.07 0.11
C -1.642 4.153 3.441 -0.05 0.05 -0.05
C 0.130 -5.927 -0.569 0.03 0.56 0.22
C 1.948 5.131 -1.510 -0.10 0.02 -0.02
C 0.681 -1.506 3.197 -0.02 0.06 0.51
C 1.596 4.528 -0.317 -0.07 -0.10 0.23
C 0.102 -4.679 -0.014 -0.88 -0.95 0.31
C -3.024 -0.667 1.482 0.24 0.00 0.03
C -4.255 -0.103 1.171 0.02 0.05 -0.01
C -0.727 1.946 -0.146 -0.08 -0.14 -0.25
C 2.551 3.875 0.474 -0.15 -0.09 0.67
C -1.847 0.000 1.098 -0.67 0.35 -0.24
C 3.880 3.879 0.025 -0.15 -0.08 0.36
C -4.348 -0.705 -2.779 -0.13 0.40 -0.23
C 0.548 3.165 3.079 0.59 -0.08 -0.51
C -4.338 1.092 0.486 -0.06 0.00 0.04
C 0.530 2.740 4.416 0.30 -0.10 -0.17
C -0.028 0.205 -5.327 -0.12 -0.21 0.15
C -1.933 -1.225 -2.638 -0.38 0.50 0.29
C 1.980 -4.008 -1.223 0.52 0.12 -0.26
C -4.455 0.784 -3.092 -0.10 -0.19 0.04
C -0.480 -1.072 -4.632 0.62 -0.06 -0.32
C 2.188 -3.062 2.838 0.25 -0.18 0.28
C 3.770 -0.059 0.212 -0.14 -0.33 -0.12
C 1.095 -6.215 -1.561 0.40 0.26 -0.16
C -0.545 3.019 5.241 -0.07 -0.02 0.11
C -0.356 -0.669 2.767 0.20 -0.08 0.36
C -1.926 1.189 0.359 0.05 0.10 0.13
C 4.228 4.482 -1.169 0.06 0.04 -0.09
C 2.099 -2.908 4.218 0.04 0.01 -0.13
C -0.331 1.554 -1.572 0.11 0.06 0.26
C -3.019 -2.030 2.122 -0.03 -0.13 -0.08
C -3.331 -3.088 1.058 0.12 -0.01 0.24
C 1.151 -1.918 4.455 -0.22 0.24 -0.41
C -0.574 3.864 2.614 0.14 0.06 -0.18
H -2.478 -0.486 -4.432 -0.01 -0.03 0.18
H -2.454 3.981 5.414 -0.09 0.00 0.08
H 5.255 4.468 -1.502 0.10 -0.01 0.03
H -5.368 0.967 -3.652 -0.08 0.07 -0.07
H -2.477 4.722 3.061 -0.06 0.02 -0.06
H -0.644 -1.867 -5.368 0.06 0.05 0.12
H 0.281 -1.413 -3.928 -0.16 0.02 -0.18
H 0.918 0.024 -5.830 0.03 0.02 -0.08
H 3.236 2.491 2.919 0.22 0.12 0.00
H 1.102 -7.178 -2.045 0.02 -0.11 -0.06
H -0.976 3.007 -0.160 0.00 -0.05 0.11
H -0.973 -0.144 3.493 -0.08 0.00 -0.03
H 0.072 0.540 -1.611 -0.05 -0.01 -0.07
H 2.653 -3.459 4.952 0.11 -0.10 0.12
H 2.809 -3.737 2.278 0.10 -0.09 -0.09
H -1.197 1.612 -2.229 -0.06 -0.03 -0.08
H -0.610 4.212 1.598 -0.01 0.10 -0.15
H 0.568 4.577 -0.003 -0.14 0.02 0.03
H 1.193 5.625 -2.103 -0.07 0.06 -0.03
H -3.783 -2.065 2.899 0.03 0.00 0.08
H 0.118 1.802 0.527 -0.07 0.13 -0.03
H 0.437 2.226 -1.950 0.10 0.07 -0.05
H 2.796 -5.438 -2.607 0.06 -0.06 -0.06
H -4.407 -1.294 -3.700 -0.03 -0.06 0.09
H -2.568 -3.082 0.280 0.00 -0.02 -0.12
H 1.374 2.204 4.823 0.15 -0.08 0.07
H -5.179 -1.008 -2.140 0.08 -0.05 -0.07
H -3.200 -1.308 -1.101 0.10 -0.02 0.02
H -2.063 -2.259 2.594 -0.16 -0.06 0.03
H -0.535 2.694 6.270 0.07 -0.04 0.08
H -3.617 1.138 -3.687 0.07 0.10 -0.06
H 6.122 -0.427 -1.257 0.07 -0.02 -0.07
H -0.645 -4.404 0.721 -0.08 -0.08 -0.02
H 4.642 3.400 0.619 0.10 0.06 0.01
H -4.488 1.359 -2.173 0.01 0.06 -0.02
H -3.240 2.661 -0.449 0.03 0.14 -0.09
H -0.755 0.521 -6.070 -0.05 0.09 -0.14
H -5.301 1.530 0.278 -0.14 0.08 -0.02
H -4.300 -2.893 0.605 -0.12 -0.01 -0.10
H 3.881 -3.167 -1.870 0.03 0.11 -0.05
H 7.371 0.388 -0.276 0.03 0.08 0.04
H 0.827 -1.543 5.406 -0.07 0.07 0.21
H 3.529 5.575 -2.879 0.07 0.06 -0.08
H 0.110 1.012 -4.610 0.03 0.07 0.08
H -5.156 -0.603 1.493 -0.12 -0.10 0.04
H 6.626 -1.120 0.307 -0.01 -0.06 -0.01
H -3.363 -4.082 1.495 -0.02 -0.15 0.03
H -0.582 -6.676 -0.267 -0.11 0.01 0.09